No. 1
{
  "formula": "C7H13N",
  "method": "ωB97M-V/def2-TZVPD",
  "lumo_energy_ev": 0.86,
  "homo_energy_ev": -7.01,
  "gap_ev": 7.9,
  "charge": 0,
  "spin_multiplicity": 1,
  "elements": ["C", "C", "C", "C", "C", "C", "C", "N", "H", "H", "H", "H", "H", "H", "H", "H", "H", "H", "H", "H", "H"],
  "coordinates": [[-0.1966, 1.1026, -1.0464], [-1.2993, 0.3426, -0.2915], [-0.8370, -1.0270, 0.1114], [1.8616, 0.2829, -0.2428], [-1.7404, 1.1875, 1.0012], [-0.4582, -2.0132, -1.0725], [2.9990, 0.4023, 0.6793], [0.9920, 0.9748, -0.7204], [-0.4645, 1.7479, -1.8555], [-2.2405, 0.2773, -0.9291], [-1.6956, -1.4647, 0.5929], [-0.1471, -0.9017, 0.9415], [-2.1687, 2.1198, 0.7141], [-0.7876, 1.4187, 1.5394], [-2.4890, 0.7953, 1.5835], [0.1350, -2.9130, -0.6367], [0.1146, -1.2988, -1.6860], [-1.4103, -2.3744, -1.5930], [3.0758, 1.5248, 1.0695], [4.0452, 0.1039, 0.3336], [2.7118, -0.2877, 1.5075]]
}


No. 2
{
  "formula": "C7H13N",
  "method": "ωB97M-V/def2-TZVPD",
  "lumo_energy_ev": 1.05,
  "smiles": "C/C=C/C(=C/N)CC",
  "homo_energy_ev": -7.54,
  "gap_ev": 8.6,
  "charge": 0,
  "spin_multiplicity": 1,
  "elements": ["C", "C", "C", "C", "C", "N", "C", "C", "H", "H", "H", "H", "H", "H", "H", "H", "H", "H", "H", "H", "H"],
  "coordinates": [[-2.7524, 1.3903, -1.1594], [-1.3039, 1.3212, -0.7894], [-0.8126, 0.2047, -0.2532], [0.5477, 0.0341, 0.2953], [0.5033, 0.3581, 1.6157], [1.6326, 0.4392, 2.4407], [1.7222, -0.6884, -0.4200], [1.0593, -1.9248, -0.8608], [-3.1710, 2.3814, -0.9140], [-3.4395, 0.6869, -0.6737], [-2.6715, 0.9932, -2.1928], [-0.6737, 2.2188, -0.9355], [-1.4597, -0.5510, 0.1621], [-0.3436, 0.7852, 1.9987], [2.4080, 0.1005, 2.0498], [1.5109, 0.4170, 3.4041], [2.2535, -0.2396, -1.2119], [2.4219, -0.9709, 0.2763], [0.0590, -1.9630, -1.3275], [0.8370, -2.4932, 0.0351], [1.6727, -2.4997, -1.5393]]
}


No. 3
{
  "formula": "C7H13N2O",
  "method": "ωB97M-V/def2-TZVPD",
  "lumo_energy_ev": [-5.91, -5.53],
  "homo_energy_ev": [-13.44, -13.35],
  "gap_ev": [7.5, 7.8],
  "charge": 1,
  "spin_multiplicity": 1,
  "elements": ["C", "C", "C", "C", "C", "C", "C", "N", "N", "O", "H", "H", "H", "H", "H", "H", "H", "H", "H", "H", "H", "H", "H"],
  "coordinates": [[-2.2953, -1.0713, 0.8508], [-1.0235, -0.6016, -0.8464], [-3.0771, 0.1947, 0.7013], [-2.8916, 0.8107, -0.6275], [1.8844, -0.3887, 0.8909], [3.1338, 0.7380, -1.0035], [2.0112, 0.7721, 0.0605], [-1.4638, -1.5497, -0.0845], [-1.4546, 0.5828, -0.9957], [0.9048, 1.3048, -0.2568], [-2.3740, -1.5698, 1.7428], [-4.1328, -0.0798, 0.7074], [-2.9023, 0.9844, 1.5594], [-3.4911, 0.1989, -1.2617], [-3.1883, 1.8763, -0.6593], [1.2040, -1.1174, 0.2507], [2.8734, -0.7864, 1.1370], [1.1875, -0.2416, 1.7178], [3.3296, 1.7011, -1.3834], [2.8431, -0.0633, -1.7724], [4.0619, 0.3667, -0.5453], [2.5635, 1.7916, 0.7401], [-0.7785, 1.2949, -1.2957]]
}


No. 4
{
  "formula": "C7H13N2O2",
  "method": "ωB97M-V/def2-TZVPD",
  "lumo_energy_ev": -2.77,
  "homo_energy_ev": -13.51,
  "gap_ev": 10.7,
  "charge": 1,
  "spin_multiplicity": 1,
  "elements": ["C", "C", "C", "C", "C", "C", "C", "N", "N", "O", "O", "H", "H", "H", "H", "H", "H", "H", "H", "H", "H", "H", "H", "H"],
  "coordinates": [[-2.8108, 0.2458, 0.8273], [-2.6495, 0.4929, -0.6100], [3.5055, -0.5454, -0.0976], [-1.3774, 0.1621, 0.1561], [2.7306, 0.6145, -0.3520], [-0.9097, -1.1658, -0.0321], [-0.5172, 1.3059, 0.6680], [2.4824, -0.7277, -1.1215], [2.6505, -0.1524, 0.9990], [-1.6055, -2.0729, -0.7400], [0.2752, -1.4371, 0.3447], [-2.8345, 1.0678, 1.5051], [-3.2935, -0.6618, 1.1410], [-3.1076, -0.3331, -1.2213], [-2.7033, 1.5044, -0.9598], [4.5160, -1.1634, -0.1193], [-1.1131, 2.2072, 0.7602], [0.2518, 1.4651, -0.0065], [-0.1164, 1.1421, 1.6609], [2.8525, -0.5951, -2.0613], [1.8652, -0.7560, 1.2558], [3.2311, 0.3641, 1.6869], [-1.2118, -2.9072, -0.5570], [1.7085, -1.4536, -1.0238]]
}


No. 5
{
  "formula": "C7H13N2O2",
  "method": "ωB97M-V/def2-TZVPD",
  "lumo_energy_ev": -3.28,
  "smiles": "CC(/C=C\\C=C(/N)[NH3+])=C(O)O",
  "homo_energy_ev": -11.75,
  "gap_ev": 8.5,
  "charge": 1,
  "spin_multiplicity": 1,
  "elements": ["C", "C", "C", "C", "C", "C", "N", "N", "C", "O", "O", "H", "H", "H", "H", "H", "H", "H", "H", "H", "H", "H", "H", "H"],
  "coordinates": [[1.1773, 1.7397, 1.2710], [1.1292, 0.9478, 0.0585], [0.4491, 1.5599, -1.1334], [-0.8757, 1.3535, -1.3350], [-1.5759, 0.5150, -0.2310], [-1.3587, -0.7808, -0.1727], [-1.2241, -1.7178, -1.1866], [-1.4135, -1.4187, 1.1706], [1.2993, -0.3726, -0.0779], [1.4366, -1.0343, -1.2802], [1.5492, -1.1313, 1.0414], [1.8761, 1.1632, 1.9695], [0.2552, 1.9118, 1.7745], [1.6018, 2.6357, 1.1065], [1.0428, 2.4280, -1.4921], [-1.5009, 1.6937, -2.1536], [-2.1030, 1.0129, 0.5017], [-0.7414, -1.3026, -2.0643], [-0.9347, -2.6930, -0.9442], [-0.6251, -2.0165, 1.3123], [-2.2536, -1.9157, 1.2261], [-1.1424, -0.6311, 1.7842], [1.4543, -0.3865, -2.0741], [2.4782, -1.5601, 0.9287]]
}


No. 6
{
  "formula": "C7H13N2O4",
  "method": "ωB97M-V/def2-TZVPD",
  "lumo_energy_ev": -3.05,
  "smiles": "CC(=O)[C@H](C[NH2+]C(=O)O)/N=C(\\C)O",
  "homo_energy_ev": -12.94,
  "gap_ev": 9.9,
  "charge": 1,
  "spin_multiplicity": 1,
  "elements": ["C", "C", "O", "C", "C", "N", "C", "O", "O", "N", "C", "C", "O", "H", "H", "H", "H", "H", "H", "H", "H", "H", "H", "H", "H", "H"],
  "coordinates": [[-2.5501, 1.1453, -1.2309], [-1.1467, 1.3880, -0.8421], [-0.3767, 2.1316, -1.3879], [-0.4652, 0.5282, 0.4066], [0.5671, 1.4518, 1.1525], [1.7339, 1.5330, 0.2054], [2.3955, 0.2551, -0.0988], [2.6006, -0.1753, -1.1981], [2.9627, -0.1913, 1.0090], [0.1931, -0.5909, -0.1333], [-0.1231, -1.8847, -0.0828], [-1.4447, -2.5277, 0.4259], [0.8080, -2.7556, -0.4221], [-2.5532, 0.3508, -1.9746], [-3.1312, 1.8910, -1.7325], [-3.0501, 0.8259, -0.3266], [-1.3292, 0.3342, 1.1005], [0.2045, 2.5419, 1.2619], [0.7688, 0.9851, 2.0453], [1.3954, 1.9327, -0.6707], [2.3558, 2.1703, 0.7056], [3.6556, -0.8621, 0.8139], [-1.3655, -2.4792, 1.5111], [-1.4278, -3.5593, 0.1764], [-2.3017, -2.0890, 0.0651], [1.6245, -2.3498, -0.7785]]
}


No. 7
{
  "formula": "C7H13N2OS",
  "method": "ωB97M-V/def2-TZVPD",
  "lumo_energy_ev": -5.14,
  "homo_energy_ev": -12.45,
  "gap_ev": 7.3,
  "charge": 1,
  "spin_multiplicity": 1,
  "elements": ["C", "C", "C", "C", "C", "C", "C", "N", "N", "O", "S", "H", "H", "H", "H", "H", "H", "H", "H", "H", "H", "H", "H", "H"],
  "coordinates": [[-1.9277, -1.0010, -0.0946], [-1.3404, -1.4777, 1.1995], [-0.2270, -0.4150, 1.6560], [-1.3596, 1.2256, -1.3655], [-1.1160, 2.5263, -0.7444], [-0.3807, 0.5595, 0.6017], [2.2032, -0.4952, -0.4866], [-1.3804, 0.3189, -0.1999], [3.1515, -1.2109, 0.3003], [-2.7483, -1.5083, -0.7875], [-0.0346, 2.3076, 0.6751], [-1.9921, -1.8616, 1.9255], [-0.8491, -2.3944, 0.9554], [-0.0619, -0.1617, 2.7064], [1.0718, -0.9148, -0.4593], [-2.4009, 1.1982, -1.8817], [-0.6285, 1.0589, -2.1297], [-0.7808, 3.3209, -1.4323], [-2.0096, 3.0415, -0.4342], [2.1889, 0.5781, -0.2084], [2.6225, -0.6162, -1.4693], [4.1664, -1.0543, 0.2308], [3.0452, -2.2235, 0.0635], [0.7878, -0.8009, 1.3793]]
}


No. 8
{
  "formula": "C7H13N2P",
  "method": "ωB97M-V/def2-TZVPD",
  "lumo_energy_ev": [-0.44, -0.43],
  "homo_energy_ev": [-7.59, -7.57],
  "gap_ev": [7.2, 7.1],
  "charge": 0,
  "spin_multiplicity": 1,
  "elements": ["C", "C", "C", "C", "C", "C", "C", "N", "N", "P", "H", "H", "H", "H", "H", "H", "H", "H", "H", "H", "H", "H", "H"],
  "coordinates": [[1.7576, 0.8296, 0.5205], [0.6487, 0.3935, -0.1043], [-2.5020, -1.1167, 0.4393], [-3.5077, -1.9396, -0.3405], [3.7480, -0.3055, -0.3487], [3.0666, 0.9965, -0.2216], [-0.4671, 0.0309, 0.6088], [-1.3411, -0.8692, 0.0700], [-1.4875, 1.9564, 0.5588], [-2.6388, 1.6017, -0.4051], [1.6408, 1.1706, 1.4942], [0.8012, 0.1441, -1.1142], [-3.0564, -0.3556, 0.9759], [-3.8528, -2.7088, 0.2483], [-3.0760, -2.4111, -1.2367], [-4.2549, -1.1255, -0.5903], [3.2063, -1.0660, -0.8738], [4.6435, -0.1919, -0.9873], [3.9687, -0.6915, 0.7481], [3.6112, 1.7044, 0.4230], [2.9287, 1.3612, -1.3645], [-0.3400, -0.0522, 1.7396], [-3.4971, 2.6447, -0.2394]]
}


No. 9
{
  "formula": "C7H13N3",
  "method": "ωB97M-V/def2-TZVPD",
  "lumo_energy_ev": -7.69,
  "homo_energy_ev": -17.30,
  "gap_ev": 9.6,
  "charge": 2,
  "spin_multiplicity": 1,
  "elements": ["C", "C", "C", "C", "C", "C", "C", "N", "N", "N", "H", "H", "H", "H", "H", "H", "H", "H", "H", "H", "H", "H", "H"],
  "coordinates": [[4.1117, -0.6321, -0.7161], [3.9704, 0.6209, -0.1647], [2.0411, -0.5243, 0.0384], [-1.8134, 0.0280, 1.3843], [-1.6709, 1.4666, 0.8840], [-1.7737, 0.1633, -0.1062], [-2.9032, -0.0544, -0.9923], [2.9069, -1.2364, -0.5646], [2.6338, 0.6658, 0.2702], [-3.9154, -0.8307, -0.7104], [4.9213, -1.1531, -1.2935], [4.6482, 1.3930, -0.0261], [-0.8953, -0.3028, 1.8468], [-2.6916, -0.2807, 1.8871], [-2.4035, 2.1679, 0.7803], [-0.6897, 1.9223, 0.9017], [-2.7298, 0.4311, -1.9578], [-0.8433, -0.1256, -0.7913], [2.7937, -2.2391, -0.7751], [2.1758, 1.2832, 0.8905], [-4.0387, -1.1936, 0.2222], [0.9976, -0.7554, 0.2113], [-4.8319, -0.8139, -1.2186]]
}


No. 10
{
  "formula": "C7H13N3O2",
  "method": "ωB97M-V/def2-TZVPD",
  "lumo_energy_ev": 0.50,
  "smiles": "C/C(CO)=N\\O.N#CC1CNC1",
  "homo_energy_ev": -9.46,
  "gap_ev": 10.0,
  "charge": 0,
  "spin_multiplicity": 1,
  "elements": ["C", "C", "C", "O", "N", "O", "H", "H", "H", "H", "H", "H", "H", "N", "C", "C", "C", "N", "C", "H", "H", "H", "H", "H", "H"],
  "coordinates": [[-2.3041, -0.0705, 1.2436], [-2.3659, 0.4391, -0.1479], [-2.6876, -0.5843, -1.1959], [-3.9399, -1.2074, -0.9647], [-2.0135, 1.6120, -0.5065], [-1.8016, 2.4423, 0.5821], [-2.0940, 0.7217, 1.9629], [-1.4834, -0.8029, 1.3287], [-3.2381, -0.5660, 1.5193], [-2.6969, -0.0793, -2.1761], [-1.8479, -1.3116, -1.2000], [-3.9194, -1.6517, -0.1102], [-1.4588, 3.2518, 0.2108], [2.2119, 2.2819, -1.5375], [2.2818, 1.5299, -0.6547], [2.4377, 0.4833, 0.3287], [3.7577, -0.3026, 0.0919], [3.0022, -1.4588, -0.3480], [1.7111, -0.8507, -0.0654], [2.2546, 0.8428, 1.3591], [4.3404, -0.4053, 1.0258], [4.4139, 0.0738, -0.7147], [3.1980, -2.3082, 0.1439], [1.1810, -1.3101, 0.7724], [1.0608, -0.7691, -0.9475]]
}


No. 11
{
  "formula": "C7H13N3O2",
  "method": "ωB97M-V/def2-TZVPD",
  "lumo_energy_ev": 0.27,
  "smiles": "CC(C)c1nccn1C.O=NO",
  "homo_energy_ev": -8.76,
  "gap_ev": 9.0,
  "charge": 0,
  "spin_multiplicity": 1,
  "elements": ["C", "C", "C", "C", "N", "C", "C", "N", "C", "H", "H", "H", "H", "H", "H", "H", "H", "H", "H", "H", "H", "O", "N", "O", "H"],
  "coordinates": [[2.2507, -0.8591, -0.1214], [0.6770, -0.9870, -0.1930], [0.2317, -2.1778, 0.5874], [0.0875, 0.1996, 0.4725], [-0.4178, 0.3577, 1.6914], [-0.9187, 1.6220, 1.7230], [-0.6082, 2.2908, 0.5710], [-0.0013, 1.3392, -0.2260], [0.4633, 1.5827, -1.5907], [2.5645, -0.2731, -0.9031], [2.7346, -1.8688, -0.2735], [2.5765, -0.3141, 0.6921], [0.3822, -1.1139, -1.2573], [0.8966, -3.0715, 0.3946], [-0.7903, -2.5787, 0.4657], [0.3674, -1.9952, 1.5983], [-1.2272, 1.7624, 2.7671], [-0.6865, 3.3085, 0.1611], [0.3740, 2.5959, -1.8722], [1.5619, 1.2201, -1.5686], [-0.1408, 1.1113, -2.4069], [-3.0013, -0.6664, -1.7043], [-2.3337, -0.2740, -0.7785], [-2.7606, -0.7521, 0.4784], [-2.2816, -0.4586, 1.2931]]
}


No. 12
{
  "formula": "C7H13N3O5",
  "method": "ωB97M-V/def2-TZVPD",
  "lumo_energy_ev": 0.47,
  "smiles": "NC(=O)C[C@H](N)C(=O)N[C@@H](CO)C(=O)O",
  "homo_energy_ev": -9.60,
  "gap_ev": 10.1,
  "charge": 0,
  "spin_multiplicity": 1,
  "elements": ["N", "C", "O", "C", "C", "N", "C", "O", "N", "C", "C", "O", "C", "O", "O", "H", "H", "H", "H", "H", "H", "H", "H", "H", "H", "H", "H", "H"],
  "coordinates": [[-2.0892, -3.1331, -0.5897], [-1.2956, -2.0824, -0.9485], [-1.6788, -0.9085, -1.0651], [0.1814, -2.5033, -0.9921], [1.0939, -1.2189, -1.0059], [2.3354, -1.5479, -1.7154], [1.2881, -0.8666, 0.4867], [1.9058, -1.6616, 1.2164], [0.8988, 0.3307, 0.9938], [-0.0635, 1.3012, 0.5520], [-1.4701, 1.2638, 1.2346], [-2.3881, 1.8493, 0.2759], [0.5565, 2.7118, 0.5862], [1.7030, 2.9499, 0.8652], [-0.3465, 3.6863, 0.2465], [-3.1190, -3.0806, -0.4427], [-1.6900, -4.0354, -0.3762], [0.3976, -3.1151, -1.8821], [0.4317, -3.1087, -0.1234], [0.5079, -0.4665, -1.5226], [2.9104, -0.7362, -1.7905], [2.9342, -2.2462, -1.2487], [1.4258, 0.6125, 1.7970], [-0.2990, 1.2530, -0.5046], [-1.4962, 1.8004, 2.1999], [-1.6429, 0.1917, 1.4343], [-2.4662, 1.2108, -0.4673], [-1.2164, 3.2145, 0.3173]]
}


The records above give, respectively, energy above the lowest of the compared OMol25 structures with the same formula, charge and spin values of 354.0, 254.7, 750.9, 484.0, 357.0, 112.0, 222.6, 404.7, 89.6, 375.9, 401.2, 78.6 kJ/mol.